1.
This record from the Open Molecules 2025 dataset describes a gas-phase ion, C2H5N2 (charge +1). The level of theory is wB97M-V/def2-TZVPD.

Structure (XYZ):
```
9
Properties=species:S:1:pos:R:3:nbo_charge:R:1
H 2.253 -0.705 -0.228 0.400
N 1.285 -0.600 -0.111 -0.565
C 0.777 0.557 -0.022 0.235
N -0.596 0.617 0.081 -0.466
C -1.119 -0.562 0.067 0.211
H 1.275 1.474 0.036 0.211
H -1.178 1.507 0.140 0.483
H -0.544 -1.396 -0.102 0.251
H -2.155 -0.891 0.138 0.240
```

The value obtained for the LUMO energy is -6.5 eV. The orbital gap is 9.571 eV. The calculation puts the energy above the lowest of the compared OMol25 structures with the same formula, charge and spin at 22.0 kcal/mol. As for the HOMO energy: -0.5898 Ha. Its structure (SMILES) is [H]/N=C/[NH+]=C. Its charge is +1.

---

2.
This record from the Open Molecules 2025 dataset describes 2 unconnected molecules or ions with the total composition C3H10N4. The level of theory is wB97M-V/def2-TZVPD.

Structure (XYZ):
```
17
Properties=species:S:1:pos:R:3:nbo_charge:R:1
C 0.819 -0.588 1.378 -0.528
C 1.080 2.339 -0.760 -0.436
N -1.095 -1.098 0.425 -0.073
N -0.831 -0.699 -0.862 -0.483
N -1.491 -2.424 0.464 -0.657
C -0.534 0.646 -0.925 0.251
N 0.697 0.966 -0.981 -0.418
H -0.118 -1.265 -1.336 0.347
H -2.401 -2.497 0.901 0.368
H -1.503 -2.931 -0.421 0.348
H -1.342 1.288 -0.564 0.157
H 0.464 -0.004 2.219 0.177
H 1.745 -0.169 1.015 0.182
H 0.912 -1.653 1.567 0.179
H 0.259 2.972 -0.394 0.172
H 1.448 2.762 -1.698 0.206
H 1.888 2.355 -0.028 0.207
```

The value obtained for the LUMO energy (spin up / spin down) is 0.7 / 0.9 eV. The orbital gap (spin up / spin down) is 8.439 / 8.428 eV. The calculation puts the energy above the lowest of the compared OMol25 structures with the same formula, charge and spin at 126.3 kcal/mol. As for the HOMO energy (spin up / spin down): -0.2828 / -0.2782 Ha.

---

3.
This record from the Open Molecules 2025 dataset describes a molecular structure, C15H16F6N4O3PtS. The level of theory is wB97M-V/def2-TZVPD.

Structure (XYZ):
```
46
Properties=species:S:1:pos:R:3:nbo_charge:R:1
Pt -0.185 -0.210 0.303 1.230
N -1.516 3.309 2.753 -0.795
C -0.905 2.233 2.205 0.236
S -1.862 0.811 1.988 -0.073
N 0.341 2.357 1.855 -0.379
N 1.013 1.353 1.323 -0.301
C 2.261 1.584 0.971 0.178
C 3.172 0.603 0.546 -0.245
C 4.472 0.969 0.155 -0.131
C 5.361 0.041 -0.322 -0.276
C 4.974 -1.305 -0.447 -0.171
C 3.729 -1.713 -0.066 -0.245
C 2.786 -0.800 0.505 0.412
O 1.708 -1.210 1.011 -0.664
H -2.402 3.170 3.208 0.400
H -0.927 4.067 3.059 0.409
H 2.609 2.616 1.022 0.209
H 4.759 2.006 0.244 0.206
H 6.360 0.337 -0.613 0.213
H 5.682 -2.025 -0.836 0.214
H 3.427 -2.749 -0.127 0.223
N 0.418 1.993 -3.578 -0.795
C 0.081 1.483 -2.383 0.692
O 0.936 1.180 -1.560 -0.657
C -1.395 1.365 -2.083 -0.548
C -1.682 0.123 -1.255 -0.422
H 1.392 2.095 -3.808 0.411
H -0.266 2.161 -4.294 0.400
H -1.974 1.367 -3.014 0.225
H -1.673 2.258 -1.512 0.247
H -1.571 -0.781 -1.856 0.217
H -2.684 0.161 -0.831 0.219
C -1.273 -2.708 2.499 -0.646
C -1.215 -3.200 1.041 0.106
O -0.668 -2.341 0.164 -0.757
C -0.387 -4.516 1.020 0.960
F -0.925 -5.487 1.781 -0.330
F -0.257 -5.030 -0.205 -0.317
F 0.847 -4.322 1.488 -0.319
C -2.663 -3.536 0.582 0.948
F -3.297 -4.413 1.377 -0.329
F -2.713 -4.042 -0.652 -0.319
F -3.423 -2.434 0.568 -0.335
H -0.274 -2.379 2.780 0.241
H -1.606 -3.506 3.158 0.231
H -1.967 -1.870 2.559 0.224
```

The value obtained for the LUMO energy (spin up / spin down) is -2.1 / -2.5 eV. The orbital gap (spin up / spin down) is 5.573 / 4.954 eV. The calculation puts the energy above the lowest of the compared OMol25 structures with the same formula, charge and spin at 87.9 kcal/mol. As for the HOMO energy (spin up / spin down): -0.2807 / -0.2748 Ha.

---

4.
This record from the Open Molecules 2025 dataset describes 5 unconnected molecules or ions with the total composition C27H31INO16P. The level of theory is wB97M-V/def2-TZVPD.

Structure (XYZ):
```
77
Properties=species:S:1:pos:R:3:lowdin_charge:R:1
O 1.480 -2.148 -0.375 0.099
C 1.071 -1.092 0.034 -0.283
C -0.120 -0.975 0.893 -0.015
C -0.184 0.011 1.785 -0.362
P -1.639 0.198 2.879 0.602
O -1.531 1.789 3.162 -0.408
I -0.597 -0.765 4.880 0.459
C 0.961 0.967 1.856 -0.336
O 1.256 1.530 2.877 0.084
C 1.726 1.204 0.587 -0.006
C 2.332 2.551 0.408 -0.138
C 3.645 2.758 -0.018 -0.006
C 4.108 4.071 -0.161 -0.141
N 3.369 5.145 0.113 0.058
C 2.123 4.949 0.548 -0.112
C 1.556 3.681 0.701 0.015
C 1.773 0.191 -0.282 -0.173
O 2.399 0.237 -1.493 0.075
H -0.925 -1.690 0.777 0.112
H -0.633 2.083 3.402 0.006
H 4.313 1.930 -0.226 0.106
H 5.120 4.249 -0.507 0.101
H 1.534 5.827 0.793 0.104
H 0.534 3.582 1.041 0.110
H 3.337 0.029 -1.388 0.123
C 1.452 -1.917 -3.680 -0.019
C 1.237 -3.104 -4.577 -0.315
C 1.529 -2.889 -6.049 -0.087
O 0.630 -3.811 -6.681 0.066
C -0.424 -3.992 -5.854 -0.572
O -1.443 -4.528 -6.151 0.161
O -0.162 -3.461 -4.638 0.069
H 1.138 -2.130 -2.659 0.062
H 2.507 -1.648 -3.658 0.093
H 0.878 -1.060 -4.037 0.098
H 1.779 -3.977 -4.206 0.159
H 2.553 -3.112 -6.335 0.138
H 1.268 -1.878 -6.370 0.139
C 2.020 -4.699 1.224 -0.016
C 0.588 -4.901 1.643 -0.308
C -0.411 -5.073 0.516 -0.081
O -1.614 -4.544 1.094 0.070
C -1.255 -3.638 2.033 -0.598
O -1.994 -2.854 2.539 0.070
O 0.068 -3.717 2.282 0.062
H 2.646 -4.489 2.089 0.092
H 2.395 -5.597 0.732 0.093
H 2.100 -3.855 0.537 0.055
H 0.502 -5.722 2.360 0.157
H -0.566 -6.105 0.213 0.138
H -0.149 -4.466 -0.353 0.132
C -4.830 -0.572 -4.073 -0.019
C -3.388 -0.628 -3.648 -0.317
C -2.985 -1.847 -2.843 -0.075
O -1.907 -1.330 -2.044 0.049
C -2.114 -0.002 -1.882 -0.554
O -1.535 0.670 -1.087 0.167
O -3.083 0.430 -2.711 0.096
H -5.049 0.376 -4.562 0.089
H -5.045 -1.382 -4.770 0.094
H -5.487 -0.663 -3.208 0.092
H -2.725 -0.503 -4.509 0.158
H -2.636 -2.685 -3.437 0.131
H -3.783 -2.175 -2.174 0.143
C -1.332 5.787 6.590 -0.020
C -1.187 4.972 5.333 -0.319
C 0.213 4.482 5.024 -0.079
O 0.191 4.399 3.590 0.025
C -0.720 5.300 3.139 -0.559
O -0.836 5.624 2.001 0.163
O -1.457 5.773 4.162 0.094
H -2.347 6.172 6.681 0.089
H -1.115 5.170 7.462 0.092
H -0.650 6.638 6.577 0.091
H -1.893 4.138 5.326 0.158
H 0.444 3.507 5.447 0.140
H 0.980 5.202 5.318 0.141
```

The value obtained for the LUMO energy is -1.3 eV. The orbital gap is 7.388 eV. As for the HOMO energy: -0.3189 Ha. Its structure (SMILES) is O=C1C=C(P(O)I)C(=O)C(c2ccncc2)=C1O.C[C@@H]1COC(=O)O1.C[C@@H]1COC(=O)O1.C[C@@H]1COC(=O)O1.C[C@@H]1COC(=O)O1.

---

5.
This record from the Open Molecules 2025 dataset describes 2 unconnected molecules or ions with the total composition C13H11ClN3O3. The level of theory is wB97M-V/def2-TZVPD.

Structure (XYZ):
```
31
Properties=species:S:1:pos:R:3:nbo_charge:R:1
C -3.678 2.903 -0.920 -0.443
C -2.997 1.921 -0.134 -0.167
C -2.844 0.457 -0.808 -0.482
C -1.446 0.298 -1.543 -0.107
C -1.125 0.603 -3.034 0.011
N 0.057 0.508 -3.778 -0.297
N 1.144 0.030 -3.131 -0.408
C 1.049 -0.347 -1.757 0.213
Cl 2.604 -1.036 -1.036 0.037
C -0.134 -0.268 -0.801 -0.084
C -0.125 -0.702 0.745 0.161
C 0.937 -0.026 1.598 -0.237
C 1.073 -0.403 3.088 -0.146
C 0.001 -1.442 3.490 -0.286
C -0.990 -1.943 2.451 0.015
N -1.128 -1.661 1.063 -0.422
H -3.993 3.894 -0.444 0.203
H -3.948 2.696 -2.022 0.201
H -2.538 2.122 0.888 0.219
H -3.062 -0.389 -0.049 0.256
H -3.665 0.381 -1.615 0.216
H -2.033 0.982 -3.642 0.200
H 2.036 -0.056 -3.652 0.431
H 1.635 0.755 1.146 0.262
H 1.837 -0.004 3.827 0.248
H -0.044 -1.828 4.564 0.228
H -1.780 -2.690 2.847 0.193
C 5.783 -1.140 0.678 0.895
O 5.614 0.051 0.981 -0.691
O 6.449 -1.545 -0.316 -0.608
O 5.309 -2.122 1.315 -0.610
```

The value obtained for the LUMO energy is 0.1 eV. The orbital gap is 2.064 eV. As for the HOMO energy: -0.0719 Ha. Its charge is -1.

---

6.
This record from the Open Molecules 2025 dataset describes a single C3H5N3O molecule. The level of theory is wB97M-V/def2-TZVPD.

Structure (XYZ):
```
12
Properties=species:S:1:pos:R:3:nbo_charge:R:1
O -2.122 0.859 0.518 -0.697
C -2.061 -0.471 0.098 0.086
C 0.152 -0.131 -0.676 0.665
N 1.142 0.566 -0.957 -0.404
N 2.269 0.370 -0.133 -0.392
C 2.298 -0.494 0.838 -0.132
N -0.836 -0.826 -0.594 -0.468
H -2.161 1.420 -0.267 0.471
H -2.873 -0.728 -0.593 0.170
H -2.148 -1.091 0.993 0.195
H 3.018 0.968 -0.473 0.386
H 3.323 -0.441 1.245 0.121
```

The value obtained for the LUMO energy is 0.8 eV. The orbital gap is 9.700 eV. The calculation puts the energy above the lowest of the compared OMol25 structures with the same formula, charge and spin at 115.2 kcal/mol. As for the HOMO energy: -0.3282 Ha.

---

no.,strongest force on any atom (eV/A)
1,4.3
2,2.1
3,3.3
4,0.9
5,6.3
6,0.7